Entry from the OMol25 dataset: a cluster of 4 separate species, C33H31BN2O10 in total at a distorted geometry (ωB97M-V/def2-TZVPD).

```
77
Properties=species:S:1:pos:R:3
C -2.216 1.950 -0.392
C -2.360 2.411 -1.868
C -1.002 2.932 -2.402
O -0.535 2.172 -3.548
C 0.838 2.033 -3.445
C 1.389 0.790 -3.263
C 2.765 0.625 -3.130
C 3.540 1.757 -3.179
C 2.986 3.024 -3.361
C 1.627 3.182 -3.504
C 3.903 4.238 -3.371
O 3.703 5.204 -4.075
C 5.080 4.132 -2.405
C 5.589 5.379 -1.708
N 4.559 6.421 -1.504
C 4.643 6.963 -0.121
C 5.622 2.918 -2.263
B 6.877 2.614 -1.313
N 8.144 2.113 -1.756
O 6.686 2.832 0.051
C 5.049 1.720 -3.008
O 5.739 0.826 -3.453
H -1.768 0.942 -0.332
H -3.175 1.996 0.140
H -1.532 2.621 0.150
H -3.032 3.282 -1.832
H -2.818 1.636 -2.490
H -1.097 3.999 -2.644
H -0.273 2.821 -1.588
H 0.725 -0.072 -3.202
H 3.194 -0.363 -2.981
H 1.224 4.185 -3.623
H 6.361 5.815 -2.369
H 6.068 5.179 -0.743
H 3.625 6.032 -1.558
H 4.080 6.278 0.537
H 5.677 7.098 0.205
H 4.138 7.936 -0.086
H 8.284 1.169 -1.412
H 8.259 2.159 -2.760
H 5.764 2.616 0.241
O -0.941 -0.668 1.116
C -1.558 -1.688 0.886
C -2.405 -2.327 1.918
C -3.080 -3.445 1.665
C -3.013 -4.099 0.337
O -3.629 -5.117 0.102
C -2.164 -3.460 -0.700
C -1.490 -2.342 -0.444
H -2.441 -1.835 2.882
H -3.701 -3.923 2.405
H -2.126 -3.952 -1.664
H -0.866 -1.859 -1.186
O -0.038 -9.018 4.955
C -0.098 -7.899 4.495
C -1.155 -6.947 4.916
C -1.221 -5.720 4.408
C -0.239 -5.250 3.401
O -0.300 -4.129 2.939
C 0.818 -6.200 2.979
C 0.884 -7.428 3.487
H -1.862 -7.308 5.653
H -1.985 -5.012 4.702
H 1.524 -5.839 2.242
H 1.648 -8.136 3.192
O -8.682 0.580 1.272
C -8.023 -0.371 1.631
C -8.285 -1.045 2.926
C -7.559 -2.088 3.321
C -6.459 -2.622 2.483
O -5.800 -3.576 2.845
C -6.197 -1.949 1.187
C -6.922 -0.906 0.792
H -9.092 -0.642 3.524
H -7.734 -2.592 4.263
H -5.391 -2.352 0.588
H -6.747 -0.402 -0.150
```

As for the largest force on an atom: 0.0323 hartree/bohr. The HOMO-LUMO gap comes out at 7.131 eV. The structure (SMILES) is CCCOc1ccc2c(c1)C(=O)C(CNC)=C(B(N)O)C2=O.O=C1C=CC(=O)C=C1.O=C1C=CC(=O)C=C1.O=C1C=CC(=O)C=C1. The spin multiplicity is 1. The molar mass comes out at 626.4 g/mol.